[1]
29
Properties=species:S:1:pos:R:3:forces:R:3 method="wB97M-V/def2-TZVPD" e_lumo_ev=-5.555 relative_energy_kcal_mol=34.9 total_charge=+1
C 4.2357 -0.3663 0.6164 1.45 -0.69 -1.91
C 2.3526 -1.3398 -0.7364 0.43 -0.21 -0.03
C 2.0283 0.8188 0.6837 -0.69 -0.29 -0.81
C -1.6449 0.6963 -1.0618 -1.48 0.99 -3.63
C -3.3641 1.5595 0.3064 -2.05 0.80 0.12
C 2.8059 -0.5355 0.5457 -4.68 0.54 -0.93
N -2.6648 0.3623 0.0004 2.81 -1.91 -1.64
Si -3.4370 -1.3599 -0.4428 -3.71 2.76 -1.07
Si -1.7492 -0.3034 1.4772 1.38 0.43 1.20
H 4.5949 -1.4058 0.3872 0.80 1.14 0.95
H 4.5972 0.2980 -0.2055 -0.25 -0.49 0.42
H 4.4681 0.1367 1.5225 0.92 -0.22 0.99
H 2.5795 -0.9104 -1.7127 -0.19 1.13 0.13
H 1.2626 -1.6011 -0.7635 0.96 -0.04 0.27
H 3.0133 -2.2195 -0.8952 -0.81 -0.14 0.83
H 2.0247 1.2315 1.6983 1.16 0.42 -0.25
H 2.2192 1.5166 -0.1639 0.33 -0.10 0.95
H 0.9417 0.6903 0.6540 -0.13 -0.65 -0.64
H -2.2028 0.8358 -2.1596 0.96 -0.15 2.90
H -1.0876 1.6663 -0.9201 -0.56 -1.25 0.42
H -1.0126 -0.1354 -1.3255 0.66 -0.31 0.54
H -2.6117 2.3594 0.5214 -1.05 -0.49 0.15
H -4.0035 1.8008 -0.5699 0.43 0.34 0.51
H -4.0725 1.2724 1.1072 0.33 0.97 0.10
H -2.3184 -2.1330 -0.6204 1.82 -1.32 -0.19
H -4.3565 -1.6471 0.7071 0.49 0.00 -0.45
H -4.2516 -1.0741 -1.7887 1.01 -0.34 1.54
H 2.3523 -1.0735 1.3962 0.81 -0.42 -0.09
H -0.6987 0.8601 1.7424 -1.17 -0.49 -0.40


[2]
29
Properties=species:S:1:pos:R:3:forces:R:3 method="wB97M-V/def2-TZVPD" e_lumo_ev="0.373 / 0.372" relative_energy_kcal_mol=134.0 total_charge=0
C 0.3145 2.5207 0.1237 -1.45 -2.34 0.34
C 0.0874 0.9804 0.3668 -0.37 1.04 1.68
O 0.5924 0.6658 1.6181 0.65 -1.02 0.46
C -1.1605 0.4173 0.0452 1.47 2.46 -3.12
C -2.0076 1.0179 -0.9560 -0.94 -0.94 0.92
C -3.2451 0.4505 -1.1161 -0.16 1.10 -1.04
C -3.7129 -0.6354 -0.3834 -0.04 -0.68 0.88
C -2.7821 -1.2197 0.4385 -0.89 1.69 -2.03
C -1.4377 -0.8406 0.4461 -0.75 -2.60 2.29
C -0.4677 -1.8616 0.7106 -0.04 1.68 -0.01
C 0.7315 -1.8538 0.0667 2.12 -0.02 -2.14
C 1.4431 -0.7742 -0.5596 -1.20 1.14 1.74
O 2.2192 -0.8257 -1.6397 1.28 -0.73 -0.96
C 2.6929 0.0470 -0.5972 -1.60 0.95 1.27
C 3.7819 -0.2785 0.4046 0.10 -2.88 -1.98
H 1.1911 2.5729 -0.4248 1.81 0.76 -1.07
H 0.3823 3.0802 1.0429 0.19 -0.19 0.44
H -0.5109 2.9264 -0.4463 0.05 0.06 -0.15
H 0.3505 -0.2499 1.9705 0.17 1.68 -1.19
H -1.7406 1.8807 -1.5505 0.11 -0.10 0.19
H -3.9169 0.8658 -1.8339 -0.28 0.42 -0.52
H -4.7520 -1.0552 -0.4880 1.30 0.65 0.15
H -3.0923 -2.0484 0.8979 -0.76 -3.39 1.99
H -0.6410 -2.7759 1.2193 -1.13 -0.73 0.05
H 0.9824 -2.8482 -0.3787 0.28 0.65 0.63
H 2.5410 1.1305 -0.8110 0.31 -1.02 -0.12
H 3.6444 0.3844 1.2266 -0.06 0.01 0.91
H 4.8019 -0.2713 0.0358 0.22 0.92 -0.37
H 3.7108 -1.4020 0.5718 -0.37 1.42 0.76


[3]
36
Properties=species:S:1:pos:R:3:forces:R:3 method="wB97M-V/def2-TZVPD" e_lumo_ev=-0.208 relative_energy_kcal_mol=93.1 total_charge=0
H -1.6754 -0.4125 2.5662 0.02 1.37 -1.12
N -1.6329 0.3472 1.8267 -0.65 0.73 0.62
C -0.5766 0.1535 1.0884 -5.39 2.27 1.63
C -0.5061 0.9172 -0.1583 4.22 0.16 -0.74
C -1.6153 1.3925 -0.8377 -2.74 0.40 1.96
O -2.8611 1.3888 -0.1738 0.96 -0.22 -0.88
C -1.5698 1.8949 -2.1062 1.73 -0.29 -0.65
C -0.3853 1.9523 -2.8550 -0.23 0.24 1.11
O -0.3699 2.5179 -4.1087 0.95 -1.05 0.11
C 0.7649 1.4705 -2.2453 0.68 0.62 1.66
C 0.7593 1.1135 -0.8118 -2.34 -0.76 -4.32
C 2.1008 0.7786 -0.3805 3.52 1.34 2.00
C 2.4075 0.7945 1.1551 -1.30 -0.04 -0.23
C 2.3844 -0.5901 1.8353 3.76 -0.67 -2.37
C 1.1298 -1.0671 2.3820 -1.54 -0.71 1.36
N -0.0313 -0.9934 1.4828 2.77 -5.59 -1.82
C -0.5001 -2.1999 0.7925 4.27 -1.39 0.85
N 0.2971 -3.2363 0.8605 -1.10 1.52 0.77
H -0.0938 -4.1047 0.4439 -0.08 1.24 0.10
C -1.6616 -2.4339 -0.1264 -3.97 -3.02 -4.44
N -2.6341 -1.5709 -0.6649 1.97 1.96 2.73
O -1.7427 -3.6152 -0.6051 0.38 2.75 1.73
H -2.7546 1.0827 0.7870 0.59 0.52 -0.75
H -2.3946 2.1534 -2.6657 -2.22 0.70 -0.45
H -0.9100 3.2969 -4.2374 -0.44 -0.01 0.52
H 1.7498 1.5365 -2.7646 -0.96 -0.03 0.49
H 2.5781 -0.0748 -0.8554 -0.50 -0.46 -0.09
H 2.7996 1.6100 -0.7083 -1.03 -0.68 -0.18
H 3.2721 1.4550 1.3621 -0.10 -0.98 -0.05
H 1.5771 1.3751 1.5533 -0.13 0.25 0.48
H 3.2075 -0.6661 2.5394 -0.28 0.35 0.91
H 2.8131 -1.3295 1.1267 -0.57 0.26 -0.27
H 1.1476 -2.1148 2.8276 0.15 1.45 -0.76
H 0.9772 -0.3300 3.1730 -0.92 -0.22 0.47
H -3.4403 -1.9223 -1.2196 1.39 0.21 0.86
H -2.6107 -0.5693 -0.2778 -0.86 -2.22 -1.24


[4]
60
Properties=species:S:1:pos:R:3:forces:R:3 method="wB97M-V/def2-TZVPD" e_lumo_ev=-0.626 relative_energy_kcal_mol=221.4 total_charge=0
O 15.7738 11.7026 14.4219 0.43 0.03 -0.13
N 14.7495 12.0306 13.8838 -2.20 -0.22 -0.73
O 14.2744 11.5950 12.8342 1.09 -0.11 0.46
C 13.8596 12.9859 14.5377 -0.65 2.18 2.70
C 14.3521 13.8406 15.5845 -0.32 -0.26 -1.42
C 13.5217 14.7946 16.1489 1.15 -0.21 0.54
C 12.1914 14.9272 15.8215 1.01 0.20 1.81
C 11.7043 14.0434 14.9377 -1.37 -0.44 -1.78
C 12.4750 13.0897 14.2834 1.31 -0.69 -0.38
H 15.3686 13.8995 15.9445 0.21 -0.64 -0.41
H 14.0068 15.3861 16.9113 -0.28 0.31 0.11
H 11.5511 15.5432 16.4354 -0.09 0.42 -0.42
H 10.6766 14.2252 14.6601 -0.29 -0.74 -0.13
H 12.0238 12.3802 13.6056 -0.03 0.16 -0.20
O 7.1181 14.2793 16.3160 0.57 -0.12 -0.60
N 6.8993 13.5661 17.2629 -1.31 -0.17 0.88
O 6.2566 13.9341 18.2429 0.72 -0.50 -0.25
C 7.2984 12.1412 17.2246 1.15 -2.50 -0.06
C 7.4661 11.4592 15.9738 1.03 0.27 0.98
C 7.8348 10.0886 15.9090 -0.37 1.15 1.70
C 7.9982 9.3765 17.1122 -0.15 1.19 0.15
C 7.9394 10.0480 18.3651 -0.68 0.37 -1.80
C 7.5773 11.4161 18.4295 -0.72 -0.75 -1.07
H 7.5115 12.0390 15.0639 -0.52 0.12 -0.06
H 8.0346 9.5951 14.9694 -0.26 0.14 -0.12
H 8.1376 8.3081 17.0375 0.30 -0.06 0.28
H 8.0651 9.4716 19.2697 0.05 0.14 0.10
H 7.3452 11.7577 19.4274 0.22 0.74 -0.16
C 5.6568 12.9641 9.6553 -0.98 0.12 -1.07
O 6.4568 13.3480 10.7153 0.44 1.82 1.09
C 6.6368 14.7904 10.8352 -0.17 -0.55 -0.28
C 5.4366 15.7167 11.1713 0.32 -0.25 -1.19
O 4.5397 15.7688 10.0516 -0.79 0.29 -0.59
C 3.6630 16.9280 9.9354 0.53 -0.70 1.20
H 6.0453 13.2768 8.6861 0.56 -0.08 -0.22
H 4.6849 13.4576 9.6655 -0.28 -0.27 0.36
H 5.5444 11.8799 9.6587 0.05 0.08 0.13
H 7.0601 15.2132 9.9241 0.00 -0.30 -0.47
H 7.4296 14.8981 11.5755 -0.30 0.06 0.31
H 5.8663 16.7180 11.2003 0.24 0.13 0.79
H 4.9641 15.4114 12.1050 -0.30 0.19 0.02
H 2.9598 16.8508 9.1061 0.39 -0.58 -0.10
H 4.1929 17.8744 9.8272 0.44 -0.06 -0.05
H 3.0712 16.9992 10.8480 -0.15 0.08 0.12
C 24.3588 11.6651 16.9103 0.96 -0.78 -1.59
O 23.2345 11.1878 16.1998 -0.47 -0.01 1.17
C 22.0357 11.6265 16.8315 -0.79 -0.24 -2.21
C 20.8470 10.7644 16.2782 2.33 0.07 0.94
O 21.0778 9.5365 16.9175 0.74 0.72 1.07
C 20.2275 8.5519 16.5187 -0.93 -0.93 0.30
H 24.6568 11.0481 17.7580 -0.50 0.06 0.41
H 24.3417 12.7294 17.1449 -0.28 0.06 0.14
H 25.1308 11.4872 16.1616 0.51 0.38 0.23
H 21.9311 12.6478 16.4655 -0.43 0.45 0.57
H 22.1044 11.5540 17.9170 -0.19 -0.02 0.03
H 20.9427 10.5328 15.2174 -0.04 0.81 -0.38
H 19.8881 11.2239 16.5181 -0.25 -0.11 0.07
H 20.3109 7.7372 17.2381 -0.04 -0.11 -0.07
H 20.4656 8.1628 15.5287 -0.14 0.03 -0.32
H 19.2164 8.9548 16.5762 -0.48 -0.39 -0.35


[5]
14
Properties=species:S:1:pos:R:3:forces:R:3 method="wB97M-V/def2-TZVPD" e_lumo_ev=0.839 relative_energy_kcal_mol=78.4 total_charge=0
C -0.4647 0.0693 1.2133 1.45 1.03 -0.96
C -1.3247 -0.5894 0.2591 0.42 -0.08 -2.51
C 0.6296 0.7400 -0.2423 -0.93 -0.17 2.46
N 1.8437 0.0313 -0.2370 0.19 -0.40 -0.64
N -0.4970 -0.1775 -1.2158 0.13 0.35 2.36
O 0.6037 1.9494 -0.4041 -0.19 -0.32 -0.56
H 2.6241 0.6263 0.0093 -0.16 -0.10 0.00
H 1.8429 -0.8667 0.2269 0.03 0.27 0.08
H 0.0331 -0.8769 -1.7398 -0.60 0.14 -0.16
H -0.9400 0.5669 -1.7530 -0.02 -0.52 -0.28
H 0.1498 -0.5731 1.8365 -0.17 0.02 0.12
H -0.8709 0.9384 1.7189 0.06 -0.08 0.03
H -2.3066 -0.1610 0.0726 0.00 -0.21 0.13
H -1.3229 -1.6769 0.2554 -0.21 0.06 -0.08


[6]
78
Properties=species:S:1:pos:R:3:forces:R:3 method="wB97M-V/def2-TZVPD" e_lumo_ev=-1.786 total_charge=0
C 2.8941 -2.8512 5.8345 -0.17 -0.55 -0.52
C 2.5428 -2.4008 4.3330 -1.14 0.70 0.71
C 1.1054 -2.9963 3.8641 1.91 -0.57 -0.03
Cl 0.6456 -2.0700 2.3098 -0.23 -0.71 1.24
O 0.1062 -2.8551 4.9047 -0.81 -1.71 -1.78
C -0.8634 -3.9095 4.8206 -0.22 -3.59 1.32
O -0.6842 -5.0346 5.3513 -0.41 5.02 -2.14
O -2.0482 -3.6373 4.0918 1.92 0.57 1.87
C -3.1645 -3.3029 4.9591 -1.83 0.15 0.86
C -2.9642 -1.9757 5.8403 -0.92 0.03 -0.56
O -3.5132 -0.8612 5.0431 1.81 -1.00 1.06
H 2.0960 -2.4112 6.5219 1.37 -0.48 -0.79
H 2.8209 -4.0005 5.9567 0.26 1.84 -0.27
H 3.9636 -2.5080 6.1004 -1.87 -0.49 -0.30
H 2.3920 -1.2547 4.3547 0.40 -1.77 -0.19
H 3.3570 -2.6425 3.5621 -1.37 0.20 1.10
H 1.2273 -4.1041 3.5580 -0.44 1.83 0.50
H -4.0595 -3.0908 4.2577 1.67 -0.32 1.03
H -3.5199 -4.1862 5.6194 1.12 1.17 -1.03
H -3.6462 -2.0321 6.7708 1.30 -0.01 -1.44
H -1.8828 -1.7382 6.1158 -1.43 -0.60 -0.20
H -2.8159 -0.6287 4.3889 -0.99 -0.10 0.44
O 5.1380 -1.7818 1.5991 0.23 0.02 -0.31
C 4.7345 -1.7706 0.4474 -0.63 -0.05 0.39
C 3.3132 -1.9022 0.1119 0.36 0.03 0.28
C 2.9117 -1.9024 -1.1613 -1.24 -0.22 0.36
O 1.5913 -2.0215 -1.4852 1.46 0.17 -0.24
C 3.8867 -1.7730 -2.2826 0.50 0.06 -0.61
O 3.4887 -1.7954 -3.4336 -0.11 -0.05 0.42
C 5.3061 -1.6171 -1.9454 -0.25 -0.01 -0.18
C 5.7060 -1.6136 -0.6722 1.33 0.18 -0.27
O 7.0202 -1.4674 -0.3439 -1.27 -0.17 0.31
H 2.6167 -1.9975 0.9355 0.13 0.01 -0.16
H 1.5572 -1.9955 -2.4659 -0.20 0.06 0.06
H 6.0011 -1.5064 -2.7672 -0.02 -0.01 0.03
H 7.0491 -1.4996 0.6323 0.05 0.00 -0.15
O 0.7031 -0.7428 -3.7692 -0.19 0.22 0.02
C 0.1559 0.3317 -3.9513 -0.04 -0.19 -0.52
C -0.3810 0.7277 -5.2571 0.22 -0.30 0.21
C -0.9580 1.9197 -5.4212 -0.28 -0.16 -1.34
O -1.4633 2.3002 -6.6272 0.30 0.20 1.30
C -1.0750 2.8877 -4.2938 -0.01 0.43 0.81
O -1.5923 3.9758 -4.4858 0.04 -0.32 -0.37
C -0.5597 2.4817 -2.9826 -0.39 0.02 -0.22
C 0.0140 1.2888 -2.8169 0.18 0.15 1.30
O 0.4950 0.8981 -1.6014 -0.18 -0.15 -1.41
H -0.2875 0.0170 -6.0673 0.00 0.03 0.02
H -1.8230 3.1980 -6.4863 0.03 -0.13 -0.06
H -0.6667 3.1862 -2.1691 0.05 -0.02 -0.06
H 0.8608 0.0008 -1.7390 -0.09 0.05 0.28
O -9.3163 -1.5959 1.0361 0.31 0.23 -0.23
C -8.2421 -1.2640 1.5081 -0.40 -0.45 0.58
C -7.8385 -1.6205 2.8723 -0.28 0.00 -0.39
C -6.6597 -1.2233 3.3581 -0.19 -0.65 1.45
O -6.2674 -1.5473 4.6213 0.07 0.62 -1.38
C -5.7194 -0.4075 2.5420 0.46 0.47 -0.57
O -4.6630 -0.0506 3.0291 -0.55 0.12 -0.52
C -6.1112 -0.0706 1.1692 0.19 -0.02 0.23
C -7.2877 -0.4701 0.6816 0.19 0.56 -1.22
O -7.6654 -0.1676 -0.5918 -0.20 -0.55 1.19
H -8.5317 -2.2116 3.4555 0.02 0.03 -0.01
H -5.3780 -1.1406 4.7324 0.17 -0.01 0.13
H -5.4106 0.5076 0.5814 -0.03 -0.01 0.02
H -8.5512 -0.5659 -0.7012 0.12 0.08 -0.02
O 1.3210 4.2900 -3.7856 0.27 0.42 -0.32
C 2.3670 4.7477 -4.2136 0.28 -0.52 0.49
C 3.6777 4.2776 -3.7545 -0.44 -0.02 0.01
C 4.7998 4.8166 -4.2363 0.91 -0.81 0.75
O 6.0237 4.3888 -3.8215 -0.86 0.80 -0.75
C 4.7637 5.9103 -5.2488 -0.12 0.61 -0.59
O 5.8082 6.3915 -5.6529 -0.07 -0.35 0.31
C 3.4530 6.3636 -5.7255 0.39 0.01 0.01
C 2.3310 5.8221 -5.2460 -0.92 0.78 -0.79
O 1.1063 6.2306 -5.6805 0.87 -0.83 0.80
H 3.6896 3.4852 -3.0180 0.01 0.03 -0.01
H 6.6695 4.9331 -4.3138 -0.05 -0.10 0.10
H 3.4410 7.1455 -6.4732 0.00 -0.02 0.04
H 0.4592 5.6905 -5.1834 -0.03 0.14 -0.09


[7]
16
Properties=species:S:1:pos:R:3:forces:R:3 method="wB97M-V/def2-TZVPD" e_lumo_ev=-5.290 relative_energy_kcal_mol=79.1 total_charge=+1
C 2.1829 0.8587 1.2764 -0.12 -2.63 -0.59
N 1.6812 0.1649 0.5095 0.21 1.82 0.53
C 0.7351 -0.5990 -0.4844 2.55 1.91 -2.57
C -0.3720 -0.9925 0.3654 -1.15 -1.70 1.96
C -1.3024 0.2110 0.7142 -0.28 -1.67 -0.73
N -1.4783 1.1513 -0.3469 -0.70 0.27 1.16
C -0.7697 1.1420 -1.3729 0.08 -0.46 1.04
N 0.4009 0.3606 -1.5095 0.27 -1.13 -1.90
H 2.8109 0.8883 2.1467 0.14 1.17 0.24
H 1.5431 -1.2590 -0.9622 -1.75 0.09 1.03
H 0.0240 -1.5332 1.2901 -0.70 0.70 -1.13
H -0.9389 -1.7206 -0.1914 -0.23 -0.42 -0.28
H -2.3299 -0.1335 0.9465 0.72 -0.19 0.06
H -0.9199 0.6123 1.6080 0.31 1.21 1.09
H -1.1640 1.8564 -2.0563 0.94 0.20 -1.59
H 0.6322 0.0182 -2.4827 -0.29 0.84 1.66


[8]
11
Properties=species:S:1:pos:R:3:forces:R:3 method="wB97M-V/def2-TZVPD" e_lumo_ev="-0.657 / -0.267" relative_energy_kcal_mol=104.7 total_charge=0
C 1.1416 1.1806 -0.6504 -1.35 0.46 1.06
C -0.8205 -0.0520 0.2011 0.53 0.78 1.05
C -0.0710 -1.3119 0.1746 2.47 -0.69 3.10
N -1.9165 -0.0169 0.8280 1.22 0.35 -0.94
Cl -2.8234 1.4338 0.9024 -0.03 0.34 -0.11
H 1.2287 1.3267 -1.7429 -0.39 -0.22 0.77
H 1.6467 0.3138 -0.2163 0.02 0.88 -0.38
H 1.1162 2.1181 -0.0266 0.04 -1.18 -0.81
H -0.3517 -1.7434 -0.7047 -0.36 -1.65 -2.59
H -0.2008 -2.0553 1.0154 -0.77 0.96 -0.71
H 1.0507 -1.1936 0.2194 -1.39 -0.04 -0.44